A 12-piece molecular cluster, C5H34N2O12 overall. Source: OMol25; level of theory: ωB97M-V/def2-TZVPD.

ORCA input file:
```
! RIJCOSX wB97M-V def2-TZVPD def2/J DEFGRID3
* xyz 0 1
C -0.06 -2.30 -0.45
O 1.07 -2.50 -1.27
C 0.15 -1.07 0.47
C 0.48 -1.48 1.91
C 1.19 -0.35 2.70
N 0.37 2.94 1.38
C 1.06 1.96 1.87
N 0.47 0.92 2.60
H -0.14 -3.20 0.12
H -0.99 -2.16 -1.09
H 1.17 -1.73 -1.86
H -0.79 -0.43 0.44
H 0.98 -0.44 0.06
H -0.45 -1.80 2.44
H 1.18 -2.34 1.96
H 2.22 -0.26 2.33
H 1.26 -0.65 3.75
H -0.61 2.95 1.46
H 2.11 1.93 1.74
H -0.58 0.85 2.56
H -3.62 -0.93 -2.44
H -2.13 -0.42 -2.41
O -2.83 -0.84 -1.84
H -1.03 1.43 -2.97
H -0.26 0.16 -3.28
O -1.13 0.55 -3.36
H 3.06 0.92 -0.37
H 4.33 0.67 0.46
O 3.41 0.59 0.49
H 1.82 0.31 -2.58
H 1.90 -0.71 -3.73
O 1.33 -0.43 -2.97
H -0.29 2.76 -1.21
H 0.69 3.57 -0.52
O 0.57 3.23 -1.38
H 3.09 2.25 -2.29
H 1.74 2.26 -1.56
O 2.53 1.64 -1.80
H -3.00 2.22 2.08
H -2.78 0.86 1.42
O -2.31 1.64 1.71
H 3.19 -1.45 0.57
H 2.43 -2.59 -0.20
O 3.14 -2.40 0.45
H -3.24 -3.45 1.77
H -1.90 -2.96 1.34
O -2.68 -2.69 1.78
H -2.26 1.16 -1.16
H -1.83 1.98 0.11
O -1.75 2.00 -0.88
H -3.36 -0.55 -0.22
H -3.34 -1.21 1.17
O -3.61 -0.42 0.69
*
```

Values from the calculation:
**LUMO level**: 0.008 Ha
**SMILES**: [H]/N=C\NCCCCO.O.O.O.O.O.O.O.O.O.O.O
**Electronic energy**: -1223.33588 Ha
**Energy above the lowest of the compared OMol25 structures with the same formula, charge and spin**: 123.7 kJ/mol